(1)
32
Properties=species:S:1:pos:R:3:forces:R:3:lowdin_charge:R:1 method="wB97M-V/def2-TZVPD" charge=+1 e_homo_ev=-11.74 gap_ev=8.079 de_lowest_ev=3.980
C -4.2969 -1.4931 0.2112 1.26 0.17 1.12 0.00
C -2.8517 -1.2014 -0.1066 0.15 -0.52 0.41 -0.34
C -1.9601 -2.3795 -0.4385 -0.21 0.95 -1.58 -0.01
N -2.4424 0.0375 -0.0934 -2.12 0.10 -1.62 0.15
N -1.7179 0.3119 -1.2817 0.79 -0.61 2.52 -0.09
C -2.1435 0.0767 -2.5632 0.78 0.18 0.24 0.02
C -1.1055 0.4774 -3.3457 -1.56 -0.53 -0.31 0.02
N -0.1375 0.9268 -2.5118 0.83 0.01 -1.28 -0.11
O 1.0528 1.3762 -3.0239 0.00 0.22 0.60 0.11
C -0.4991 0.8313 -1.2307 0.20 0.06 -0.90 0.05
H -4.8341 -1.3137 -0.7263 -0.02 -0.06 0.14 0.10
H -4.3987 -2.5281 0.5391 -0.33 0.17 -0.02 0.09
H -4.6283 -0.7759 0.9675 -0.30 -0.16 -0.16 0.10
H -1.9629 -3.1138 0.3668 -0.13 0.14 -0.02 0.10
H -0.9505 -2.0210 -0.6582 -0.02 -0.25 0.27 0.08
H -2.3269 -2.8339 -1.3701 0.04 -0.35 0.34 0.10
H -3.0916 -0.3600 -2.8263 -0.01 0.12 0.20 0.15
H -1.1276 0.4216 -4.4230 0.72 0.37 0.08 0.15
H 1.4684 0.5933 -3.4195 0.13 0.06 0.09 0.15
H 0.0891 1.1034 -0.3656 -0.12 -0.06 -0.03 0.17
C 2.7967 1.7666 1.0988 -0.08 -0.11 -0.06 -0.12
C 2.9124 2.3471 2.3544 -0.05 0.03 0.01 -0.09
C 3.2662 1.5687 3.4475 0.01 -0.02 -0.01 -0.08
C 3.5135 0.2118 3.2845 -0.01 0.02 0.00 -0.08
C 3.4016 -0.3693 2.0292 -0.03 -0.06 -0.01 -0.10
C 3.0393 0.4066 0.9365 -0.10 0.09 0.00 -0.12
H 2.5186 2.3747 0.2448 0.08 0.03 0.00 0.09
H 2.7267 3.4060 2.4809 0.01 -0.01 0.00 0.11
H 3.3509 2.0197 4.4275 0.01 0.00 -0.01 0.11
H 3.7943 -0.3926 4.1371 0.00 0.00 -0.01 0.11
H 3.5968 -1.4267 1.9028 0.01 0.01 0.00 0.10
H 2.9480 -0.0482 -0.0439 0.08 0.00 0.00 0.09

=====

(2)
40
Properties=species:S:1:pos:R:3:forces:R:3:lowdin_charge:R:1 method="wB97M-V/def2-TZVPD" e_homo_ev=-7.15 gap_ev=6.767
Na 0.3200 -0.5576 0.1807 0.34 -0.25 0.25 0.49
C -5.9345 -2.8821 -2.4112 0.02 0.00 0.00 -0.09
C -4.7349 -3.0897 -3.0776 0.00 0.03 0.03 -0.09
C -3.5828 -2.4478 -2.6438 -0.01 -0.02 -0.01 -0.11
C -3.6164 -1.5808 -1.5531 0.02 -0.02 0.00 -0.40
C -4.8260 -1.3825 -0.8908 -0.05 0.01 0.03 -0.09
C -5.9772 -2.0320 -1.3138 0.04 0.00 -0.01 -0.08
P -2.0512 -0.7490 -1.0941 -0.23 0.07 -0.09 1.07
C -2.3561 -0.4018 0.6947 -0.09 0.01 -0.06 -0.42
C -2.4567 0.8832 1.2238 -0.01 -0.01 0.02 -0.07
C -2.6310 1.0687 2.5905 0.01 -0.03 -0.03 -0.07
C -2.7048 -0.0232 3.4430 0.00 -0.01 0.00 -0.09
C -2.5953 -1.3097 2.9289 0.00 0.02 -0.01 -0.09
C -2.4154 -1.4950 1.5655 0.02 0.03 -0.02 -0.12
C -2.1957 0.8902 -1.8904 0.13 0.01 0.09 -0.33
C -3.2973 1.2386 -2.6264 -0.06 0.05 -0.07 -0.08
C -3.3622 2.4926 -3.2743 -0.01 -0.07 0.02 -0.08
C -2.3251 3.3692 -3.1638 0.04 0.00 0.02 -0.04
C -1.1706 3.0427 -2.4070 -0.01 0.05 -0.03 -0.18
C -0.1029 3.9654 -2.2796 -0.02 -0.01 -0.01 -0.06
C 0.9893 3.6356 -1.5344 -0.01 -0.08 0.02 -0.11
C 1.0596 2.3712 -0.8958 0.01 0.09 -0.04 -0.17
C 0.0684 1.4112 -0.9683 -0.10 0.20 -0.14 -0.16
C -1.0761 1.7835 -1.7560 0.01 -0.07 0.04 -0.24
H -6.8341 -3.3840 -2.7439 0.00 0.00 0.00 0.10
H -4.6935 -3.7557 -3.9300 0.00 0.01 0.00 0.10
H -2.6442 -2.6197 -3.1586 0.00 0.01 0.00 0.10
H -4.8712 -0.7141 -0.0391 0.01 0.00 -0.01 0.11
H -6.9100 -1.8702 -0.7887 0.00 0.00 0.00 0.10
H -2.3879 1.7381 0.5639 -0.02 0.00 0.01 0.11
H -2.7065 2.0730 2.9874 -0.01 0.00 0.00 0.11
H -2.8456 0.1257 4.5059 0.01 0.00 0.00 0.10
H -2.6523 -2.1668 3.5881 0.00 0.00 0.00 0.10
H -2.3399 -2.5021 1.1658 -0.01 0.00 0.00 0.11
H -4.1316 0.5563 -2.7273 0.00 0.00 0.00 0.09
H -4.2399 2.7500 -3.8535 -0.01 -0.01 0.00 0.10
H -2.3704 4.3366 -3.6526 0.01 0.00 0.01 0.11
H -0.1730 4.9257 -2.7784 -0.01 0.00 0.00 0.10
H 1.8071 4.3410 -1.4319 0.00 -0.01 0.01 0.09
H 1.9667 2.1780 -0.3239 -0.01 -0.01 0.00 0.06

=====

(3)
23
Properties=species:S:1:pos:R:3:forces:R:3:lowdin_charge:R:1 method="wB97M-V/def2-TZVPD" e_homo_ev=-10.04 gap_ev=10.420 de_lowest_ev=0.069 smiles="O=S(=O)(F)N(Cl)CCF.O=C1OCCO1"
O 4.3402 0.1628 2.4213 0.11 -0.09 -0.12 -0.24
S 4.1410 1.1896 1.4610 -0.16 0.03 0.18 0.54
O 3.8527 2.5122 1.8708 -0.11 -0.04 -0.02 -0.22
F 5.4140 1.2457 0.5799 -0.04 0.05 -0.07 -0.16
N 3.0157 0.7550 0.2915 0.45 -0.04 0.02 -0.62
Cl 3.6604 -0.2313 -0.9704 -0.06 -0.05 0.12 0.71
C 1.7918 0.1894 0.8861 -0.46 0.05 -0.08 -0.23
C 0.6430 1.2200 0.9602 -0.08 0.03 0.33 -0.17
F 0.9813 2.4300 0.3904 0.02 -0.04 -0.03 -0.04
H 1.9676 -0.2190 1.8818 0.25 0.02 -0.02 0.11
H 1.4859 -0.6432 0.2622 0.00 0.05 -0.09 0.07
H 0.3807 1.3960 2.0063 0.08 0.16 -0.03 0.12
H -0.2401 0.8402 0.4544 0.05 -0.05 -0.15 0.09
O -0.5189 -1.2694 -0.7548 -0.07 -0.06 -0.01 0.16
C -1.6858 -1.1906 -0.9749 0.06 -0.03 -0.03 -0.56
O -2.4889 -2.2365 -1.2576 -0.01 0.01 0.01 0.07
C -3.8477 -1.7831 -1.2371 -0.11 0.00 0.01 -0.11
C -3.6930 -0.2969 -1.4986 -0.10 0.02 -0.05 -0.11
O -2.3862 -0.0352 -0.9737 -0.01 0.00 0.00 0.06
H -4.4222 -2.3042 -1.9975 0.10 -0.04 -0.04 0.13
H -4.2696 -1.9926 -0.2531 0.01 0.02 0.00 0.13
H -3.6947 -0.0564 -2.5625 0.01 -0.02 0.00 0.13
H -4.4274 0.3174 -0.9856 0.08 0.03 0.07 0.13

=====

LUMO list, top to bottom, in eV: -3.66 -0.38 0.38
DFT total energy list, top to bottom, in eV: -19211.12136 -36778.25404 -45832.92749